Record 1
{"formula": "C23H29N11O9OsP2S2", "method": "ωB97M-V/def2-TZVPD", "elements": ["Os", "C", "C", "N", "N", "C", "S", "N", "N", "H", "H", "H", "H", "H", "H", "N", "C", "C", "P", "O", "O", "O", "P", "O", "O", "O", "H", "H", "H", "H", "H", "H", "H", "H", "C", "C", "N", "C", "C", "N", "C", "N", "N", "N", "C", "C", "C", "C", "C", "C", "H", "H", "H", "H", "H", "H", "H", "H", "H", "H", "H", "O", "C", "N", "S", "O", "O", "C", "C", "C", "C", "C", "C", "H", "H", "H", "H"], "coordinates": [[0.307, 0.257, 1.200], [-2.838, 4.861, 3.377], [-2.451, 3.491, 3.777], [-2.561, 2.975, 4.959], [-2.049, 1.719, 4.836], [-1.624, 1.450, 3.610], [-0.899, -0.045, 3.143], [-1.895, 2.565, 2.910], [-1.567, 2.727, 1.567], [-3.212, 5.387, 4.251], [-3.624, 4.844, 2.620], [-1.977, 5.400, 2.980], [-2.001, 1.113, 5.641], [-0.804, 3.398, 1.504], [-2.383, 3.065, 1.068], [2.824, -3.566, -0.918], [2.410, -2.231, -1.516], [3.347, -1.903, -2.671], [0.621, -2.454, -2.032], [0.837, -1.190, -4.139], [-0.222, -2.656, -0.838], [0.212, -1.108, -2.835], [2.647, -1.012, -0.129], [1.994, -1.816, 1.107], [4.089, -0.794, -0.021], [1.662, 0.151, -0.364], [2.644, -4.356, -1.542], [2.336, -3.715, -0.025], [3.831, -3.534, -0.722], [3.192, -2.556, -3.530], [4.380, -1.973, -2.326], [3.190, -0.874, -2.988], [0.940, -0.244, -4.325], [2.446, -1.602, 1.988], [-2.816, -1.579, 0.543], [-2.373, -0.427, -0.278], [-1.277, 0.314, -0.101], [-1.262, 1.294, -1.088], [-2.362, 1.135, -1.854], [-3.043, 0.045, -1.340], [-4.279, -0.518, -1.902], [-4.058, -1.779, -2.523], [-4.395, -2.931, -1.872], [-4.075, -3.927, -2.589], [-3.510, -3.467, -3.767], [-3.027, -4.172, -4.874], [-2.539, -3.425, -5.920], [-2.531, -2.014, -5.877], [-3.001, -1.310, -4.792], [-3.496, -2.078, -3.734], [-2.093, -1.787, 1.323], [-2.928, -2.467, -0.075], [-3.785, -1.371, 1.003], [-0.464, 2.014, -1.154], [-2.721, 1.676, -2.711], [-4.644, 0.203, -2.632], [-5.020, -0.643, -1.117], [-3.059, -5.252, -4.902], [-2.167, -3.921, -6.806], [-2.153, -1.472, -6.734], [-3.003, -0.228, -4.782], [3.084, -1.011, 3.030], [2.994, 0.207, 2.947], [1.905, 0.839, 2.407], [2.049, 2.488, 2.407], [1.238, 3.088, 3.436], [1.761, 2.908, 1.057], [3.721, 2.484, 2.913], [4.573, 3.557, 3.067], [5.827, 3.281, 3.605], [6.184, 1.989, 3.977], [5.305, 0.923, 3.817], [4.060, 1.189, 3.282], [4.292, 4.560, 2.777], [6.536, 4.087, 3.733], [7.166, 1.813, 4.393], [5.582, -0.087, 4.088]], "forces_ev_per_angstrom": [[0.4, 0.1, 0.4], [0.0, 0.0, 0.0], [0.0, 0.1, 0.1], [0.0, 0.0, 0.0], [0.0, 0.1, -0.1], [-0.1, -0.3, 0.1], [-0.2, 0.2, 0.2], [0.1, 0.1, -0.1], [0.2, 0.2, 0.3], [0.0, 0.0, 0.0], [0.0, 0.0, 0.0], [0.0, 0.0, 0.0], [0.0, 0.0, 0.0], [0.0, 0.1, -0.1], [0.0, 0.0, -0.1], [0.0, 0.0, 0.0], [0.1, -0.1, -0.1], [0.0, 0.0, 0.0], [0.0, -0.1, 0.0], [-0.1, 0.0, 0.0], [-0.1, 0.1, 0.1], [0.0, 0.1, 0.0], [-0.4, -0.1, 0.3], [-0.8, -0.4, -2.1], [0.1, 0.1, 0.0], [-0.1, 0.0, -0.2], [0.0, 0.0, 0.0], [-0.1, 0.0, 0.0], [0.0, 0.0, 0.0], [0.0, 0.0, 0.0], [0.0, 0.0, 0.0], [0.0, 0.0, 0.0], [0.0, 0.0, 0.0], [0.4, 0.0, 0.9], [0.0, 0.0, 0.0], [0.1, -0.1, 0.1], [0.0, -0.2, -0.5], [-0.1, -0.1, 0.0], [0.1, 0.0, 0.0], [-0.1, 0.2, 0.0], [0.1, 0.1, -0.1], [-0.1, 0.0, -0.1], [0.0, 0.0, 0.0], [0.0, 0.0, 0.0], [0.0, -0.1, 0.0], [0.0, 0.0, 0.0], [0.0, 0.0, 0.0], [0.0, 0.0, 0.0], [0.0, 0.0, 0.0], [0.0, 0.1, 0.0], [0.0, 0.0, 0.0], [0.0, 0.0, 0.0], [0.0, 0.0, 0.0], [0.0, 0.0, 0.0], [0.0, 0.0, 0.0], [0.0, 0.0, 0.0], [0.0, -0.1, 0.0], [0.0, 0.0, 0.0], [0.0, 0.0, 0.0], [0.0, 0.0, 0.0], [0.0, 0.0, 0.0], [0.7, 0.1, 1.0], [-0.1, 0.6, -0.2], [0.0, -0.3, 0.0], [-0.2, 0.4, 0.2], [-0.1, -0.2, -0.2], [0.0, 0.0, 0.0], [0.0, 0.0, 0.1], [0.0, -0.1, 0.0], [0.0, 0.0, 0.0], [0.0, 0.0, 0.0], [0.0, 0.0, 0.0], [0.0, -0.1, 0.0], [0.0, 0.0, 0.0], [0.0, 0.0, 0.0], [0.0, 0.0, 0.0], [0.0, 0.0, 0.0]], "total_charge": 2, "s2": 6.0174, "e_tot_ha": -3742.5860, "e_lumo_ev": [-4.71, -7.33], "gap_ev": [8.6, 6.0], "molar_mass_g_mol": 919.9, "homo_ev": [-13.34, -13.34], "e_above_lowest_kj_mol": 518.1, "multiplicity": 5}

***

Record 2
{"formula": "C23H29N3O3", "method": "ωB97M-V/def2-TZVPD", "elements": ["O", "C", "C", "C", "C", "C", "C", "N", "N", "C", "C", "C", "C", "C", "O", "C", "C", "O", "N", "C", "C", "C", "C", "C", "C", "C", "C", "C", "C", "H", "H", "H", "H", "H", "H", "H", "H", "H", "H", "H", "H", "H", "H", "H", "H", "H", "H", "H", "H", "H", "H", "H", "H", "H", "H", "H", "H", "H"], "coordinates": [[-0.430, -0.938, -1.730], [-1.100, -0.682, -0.735], [-2.375, -1.456, -0.538], [-3.400, -1.306, -1.467], [-4.546, -2.066, -1.310], [-4.613, -2.964, -0.256], [-3.522, -3.059, 0.593], [-2.433, -2.323, 0.464], [-0.807, 0.261, 0.182], [-1.681, 0.342, 1.347], [-3.053, 0.799, 0.960], [-3.482, 1.778, 0.111], [-4.897, 1.710, 0.109], [-5.221, 0.699, 0.956], [-4.114, 0.142, 1.475], [0.375, 1.153, 0.030], [1.624, 0.287, 0.377], [2.152, 0.376, 1.469], [2.031, -0.527, -0.606], [3.095, -1.502, -0.469], [2.865, -2.552, 0.623], [4.242, -3.196, 0.797], [5.266, -2.122, 0.375], [4.446, -0.906, -0.065], [0.338, 2.328, 1.019], [1.496, 3.303, 0.790], [1.512, 3.845, -0.631], [1.577, 2.679, -1.606], [0.389, 1.748, -1.390], [-3.296, -0.602, -2.278], [-5.371, -1.961, -1.999], [-5.487, -3.576, -0.099], [-3.515, -3.751, 1.425], [-1.248, 1.017, 2.081], [-1.765, -0.646, 1.811], [-2.873, 2.458, -0.447], [-5.570, 2.330, -0.446], [-6.164, 0.296, 1.268], [1.377, -0.682, -1.367], [3.188, -1.996, -1.442], [2.565, -2.037, 1.535], [2.091, -3.270, 0.353], [4.330, -4.073, 0.154], [4.399, -3.522, 1.824], [5.939, -1.866, 1.192], [5.876, -2.488, -0.453], [4.917, -0.354, -0.878], [4.287, -0.230, 0.773], [-0.610, 2.860, 0.919], [0.448, 1.955, 2.038], [1.404, 4.122, 1.506], [2.434, 2.786, 0.994], [2.370, 4.505, -0.768], [0.607, 4.428, -0.816], [2.506, 2.126, -1.454], [1.565, 3.042, -2.635], [0.399, 0.969, -2.148], [-0.539, 2.313, -1.517]], "forces_ev_per_angstrom": [[-0.1, -0.2, -0.2], [-0.1, -0.1, -0.1], [-0.4, -0.3, -0.4], [0.1, 0.0, 0.1], [0.1, 0.0, 0.1], [0.1, 0.0, 0.0], [-0.3, -0.2, 0.0], [0.5, 0.2, 0.0], [0.1, 0.1, 0.2], [-0.4, -0.2, 0.5], [0.2, 0.7, -0.4], [0.3, -0.3, 0.4], [-0.2, -0.3, 0.3], [-0.4, 0.5, -0.5], [0.2, -0.3, 0.3], [0.1, 0.1, -0.1], [-0.3, 0.3, -0.3], [0.2, 0.0, 0.4], [0.1, -0.2, -0.4], [0.2, 0.0, 0.5], [0.0, -0.1, -0.1], [-0.1, -0.1, 0.1], [0.1, 0.1, 0.0], [0.0, 0.0, -0.1], [0.3, -0.2, 0.2], [-0.2, 0.1, -0.1], [0.3, -0.1, 0.0], [-0.3, 0.3, 0.1], [0.3, -0.1, -0.2], [0.0, 0.1, -0.1], [0.0, 0.0, 0.0], [-0.1, -0.1, 0.0], [-0.1, -0.1, 0.0], [0.0, -0.1, -0.1], [0.1, 0.3, 0.0], [0.2, 0.1, -0.1], [-0.2, 0.1, -0.1], [-0.1, -0.1, 0.1], [0.0, 0.2, 0.1], [0.0, 0.0, 0.1], [0.0, 0.0, 0.0], [-0.1, 0.0, 0.0], [0.0, -0.1, 0.0], [0.0, -0.1, 0.0], [0.1, 0.0, 0.0], [0.1, 0.0, 0.0], [0.0, 0.1, 0.0], [0.0, 0.0, -0.1], [-0.1, 0.0, 0.0], [-0.1, 0.0, 0.0], [0.0, 0.0, 0.1], [0.0, 0.0, 0.1], [0.0, 0.1, 0.0], [0.0, 0.1, 0.0], [0.1, 0.0, -0.1], [0.1, -0.1, 0.0], [-0.1, 0.1, 0.1], [-0.1, 0.0, 0.0]], "total_charge": 0, "e_tot_ha": -1283.8446, "e_lumo_ev": 0.75, "gap_ev": 9.4, "molar_mass_g_mol": 395.5, "homo_ev": -8.62, "e_above_lowest_kj_mol": 239.9}